Run w
Molecular formula: C4H10N4O
Method: DFT, wB97M-V/def2-TZVPD

CARTESIAN COORDINATES (ANGSTROEM)
C -0.926 -1.097 0.490
C 1.556 -0.157 -1.994
C -0.161 1.116 0.850
N -2.195 -0.981 0.917
N 1.092 1.058 1.322
C -0.287 -0.177 -0.469
O -0.197 -2.107 0.788
N 0.937 -0.695 -0.805
N -1.003 2.019 1.131
H 0.781 -1.794 0.073
H -2.692 -0.129 0.714
H -2.445 -1.472 1.763
H 1.717 0.418 0.849
H 1.481 1.837 1.829
H -1.914 1.894 0.697
H -0.952 0.292 -1.202
H 2.436 -0.749 -2.245
H 0.887 -0.153 -2.869
H 1.885 0.879 -1.839

Computed properties:
M	130.15	g/mol
HOMO energy	-7.4975	eV
spin multiplicity	1
frontier orbital gap	8.25	eV


Run x
Molecular formula: C4H10N4O
Method: DFT, wB97M-V/def2-TZVPD

CARTESIAN COORDINATES (ANGSTROEM)
H 0.099 1.216 -1.967
N 0.793 0.480 -2.150
C 0.764 -0.451 -1.269
C -0.577 -0.872 -0.296
N -0.150 -1.955 0.562
N -1.797 -1.250 -0.946
C -0.622 0.463 0.409
O -1.316 1.407 0.038
N 0.644 0.659 1.027
C 1.051 1.967 1.485
H 1.452 -1.300 -1.347
H -0.124 -2.805 0.002
H -0.902 -2.100 1.238
H -2.271 -0.398 -1.254
H -1.591 -1.784 -1.787
H 1.064 -0.169 1.441
H 1.762 2.372 0.762
H 1.514 1.865 2.468
H 0.207 2.653 1.585

Computed properties:
M	130.15	g/mol
HOMO energy	-9.0592	eV
SMILES string	[H]/N=C\C(N)(N)C(=O)NC
spin multiplicity	1
frontier orbital gap	9.86	eV


Run y
Molecular formula: C4H10N4O
Method: DFT, wB97M-V/def2-TZVPD

CARTESIAN COORDINATES (ANGSTROEM)
C -2.309 0.077 1.168
C -1.487 0.355 0.139
N -1.936 1.076 -0.949
C -0.243 -0.583 -0.248
N 0.010 -1.556 0.676
O -0.059 -0.722 -1.459
H -3.379 0.189 1.067
H -2.072 -0.638 1.935
H -1.401 0.927 -1.795
H -2.927 1.079 -1.136
H 0.121 -1.518 1.675
H 0.654 -2.272 0.347
C 1.745 1.391 0.414
N 2.276 0.217 0.361
N 2.544 -0.472 -0.787
H 1.925 1.935 1.327
H 1.284 1.931 -0.411
H 3.336 -1.098 -0.745
H 1.919 -0.319 -1.580

Computed properties:
M	130.15	g/mol
HOMO energy	-8.2534	eV
SMILES string	C=C(N)C(N)=O.C=NN
spin multiplicity	1
frontier orbital gap	9.20	eV


Result of the stability comparison: run y is the least stable of them.


Run w
Molecular formula: C3H14NO4
Method: DFT, wB97M-V/def2-TZVPD

CARTESIAN COORDINATES (ANGSTROEM)
O 0.303 1.021 -1.792
C -0.867 0.818 -1.565
C -0.845 0.310 -0.148
C -2.045 -0.524 0.186
N 0.372 -0.418 0.230
H -1.686 1.053 -2.173
H -0.858 1.319 0.483
H -2.539 -1.129 -0.557
H -2.927 -0.093 0.664
H -1.844 -1.268 1.041
H 1.160 0.365 0.402
H 0.494 -1.141 -0.474
H 0.239 -0.758 1.235
H 0.910 -2.013 -2.826
H 1.699 -0.633 -2.734
O 1.335 -1.369 -2.224
H 1.779 1.949 2.002
H 1.670 3.265 1.223
O 1.257 2.377 1.457
H -0.503 -1.283 3.628
H 0.227 -2.582 3.146
O -0.130 -1.748 2.871

Computed properties:
M	128.15	g/mol
HOMO energy	-13.7973	eV
charge	+1
spin multiplicity	1
frontier orbital gap	10.63	eV


Run x
Molecular formula: C3H14NO4
Method: DFT, wB97M-V/def2-TZVPD

CARTESIAN COORDINATES (ANGSTROEM)
C 1.675 -0.160 -0.363
C 2.672 -0.994 -0.598
C -0.173 -1.165 -1.444
N 0.304 -0.460 -0.500
H 1.881 0.771 0.142
H 2.461 -2.041 -0.797
H 3.697 -0.686 -0.476
H -1.233 -1.378 -1.499
H 0.436 -1.642 -2.195
H -0.305 0.040 0.163
H -0.424 2.303 1.498
H -1.375 1.200 1.164
O -0.760 1.818 0.735
H 0.249 0.764 -3.630
H -1.277 0.855 -3.243
O -0.372 0.881 -2.904
H -3.966 0.217 1.729
H -2.900 -0.669 2.389
O -3.047 0.207 2.014
H 1.495 -1.268 2.244
H 1.123 0.035 2.983
O 0.818 -0.588 2.315

Computed properties:
M	128.15	g/mol
HOMO energy	-14.0890	eV
charge	+1
spin multiplicity	1
frontier orbital gap	9.91	eV


Run y
Molecular formula: C3H14NO4
Method: DFT, wB97M-V/def2-TZVPD

CARTESIAN COORDINATES (ANGSTROEM)
C 0.789 -0.534 1.612
C 1.378 -1.745 0.861
C 2.425 -1.279 -0.152
O 2.404 -0.163 -0.603
N -0.263 0.138 0.830
H 1.586 0.182 1.785
H 0.452 -0.985 2.524
H 0.634 -2.277 0.271
H 1.911 -2.315 1.619
H 3.188 -2.013 -0.445
H -1.230 -0.200 0.907
H -0.157 0.040 -0.181
H -0.145 1.171 0.913
H -2.521 1.623 -2.783
H -1.309 1.405 -3.474
O -1.597 1.503 -2.556
H -3.504 -1.214 0.275
H -3.619 0.206 -0.156
O -3.199 -0.368 0.490
H 1.300 1.595 -0.847
H 0.781 3.080 -0.555
O 0.696 2.149 -0.337

Computed properties:
M	128.15	g/mol
HOMO energy	-14.0563	eV
charge	+1
spin multiplicity	1
frontier orbital gap	11.18	eV


Result of the stability comparison: run w is the least stable of them.


Run w
Molecular formula: CH2IOP
Method: DFT, wB97M-V/def2-TZVPD

CARTESIAN COORDINATES (ANGSTROEM)
C -0.396 0.660 0.460
O 0.147 1.666 0.099
P 0.425 -0.978 0.586
I 2.491 -0.453 -0.479
H -1.455 0.626 0.764
H -1.212 -1.521 -1.430

Computed properties:
M	187.90	g/mol
HOMO energy (spin up / spin down)	-9.5787 / -9.0191	eV
spin multiplicity	1
frontier orbital gap (spin up / spin down)	7.42 / 7.85	eV


Run x
Molecular formula: CH2IOP
Method: DFT, wB97M-V/def2-TZVPD

CARTESIAN COORDINATES (ANGSTROEM)
C -0.322 -0.516 0.097
O 0.161 2.114 -0.670
P 0.365 1.335 0.507
I 1.690 -1.207 0.071
H -0.903 -0.668 -0.761
H -0.991 -1.058 0.756

Computed properties:
M	187.90	g/mol
HOMO energy	-9.5550	eV
spin multiplicity	1
frontier orbital gap	9.18	eV


Result of the stability comparison: run w is the least stable of them.